[1]
# C18H30N2O

One molecule with the formula C18H30N2O (ωB97M-V/def2-TZVPD, OMol25).

Output
Maximum force (eV/Å): 0.48
SMILES: CCCN(CCO)C1CCN(CCc2ccccc2)CC1
ΔE to the lowest compared entry with this formula, charge and spin (kJ/mol): 10.0
HOMO (eV): -8.23
Orbital gap (hartree): 0.332

Structure (ORCA input):
```
! RIJCOSX wB97M-V def2-TZVPD def2/J DEFGRID3
* xyz 0 1
C 5.342 -0.099 -2.328
C 4.573 -0.141 -1.013
C 3.066 -0.009 -1.244
N 2.340 0.119 0.004
C 2.275 -1.109 0.775
C 3.092 -1.000 2.073
O 3.009 -2.171 2.852
C 1.105 0.881 -0.096
C 0.603 1.325 1.278
C -0.631 2.209 1.119
N -1.672 1.473 0.435
C -2.995 2.066 0.508
C -3.969 1.102 1.215
C -4.031 -0.200 0.474
C -4.931 -0.384 -0.567
C -4.941 -1.564 -1.291
C -4.045 -2.574 -0.984
C -3.145 -2.399 0.053
C -3.139 -1.221 0.777
C -1.259 1.102 -0.902
C -0.047 0.180 -0.835
H 5.173 0.845 -2.840
H 6.409 -0.207 -2.149
H 5.020 -0.906 -2.984
H 4.789 -1.080 -0.501
H 4.895 0.676 -0.366
H 2.717 -0.869 -1.844
H 2.890 0.895 -1.832
H 1.245 -1.356 1.047
H 2.662 -1.950 0.184
H 4.137 -0.763 1.835
H 2.693 -0.200 2.696
H 3.330 -2.914 2.329
H 1.361 1.789 -0.659
H 0.330 0.457 1.877
H 1.391 1.873 1.796
H -1.001 2.495 2.106
H -0.354 3.132 0.573
H -2.964 3.008 1.065
H -3.377 2.289 -0.495
H -3.610 0.934 2.231
H -4.955 1.567 1.260
H -5.631 0.402 -0.813
H -5.649 -1.695 -2.097
H -4.051 -3.494 -1.550
H -2.445 -3.186 0.297
H -2.435 -1.082 1.583
H -2.086 0.579 -1.386
H -1.008 1.994 -1.510
H -0.335 -0.730 -0.308
H 0.263 -0.090 -1.847
*
```

Charges obtained by Mulliken population analysis, quoted in units of e:
1 C -1.4048
2 C -0.1719
3 C -1.0341
4 N 0.5349
5 C -0.7996
6 C -0.4130
7 O -0.5448
8 C -0.7930
9 C -0.5163
10 C -1.2809
11 N 0.7643
12 C -1.1297
13 C -1.1588
14 C 0.3389
15 C -0.2268
16 C -0.5561
17 C -0.4721
18 C -0.5822
19 C -0.1033
20 C -1.0381
21 C -0.1651
22 H 0.3398
23 H 0.3980
24 H 0.3348
25 H 0.2413
26 H 0.3462
27 H 0.3264
28 H 0.4838
29 H 0.1592
30 H 0.6501
31 H 0.2564
32 H 0.2253
33 H 0.3253
34 H 0.3204
35 H 0.2401
36 H 0.3878
37 H 0.5060
38 H 0.3796
39 H 0.5160
40 H 0.4028
41 H 0.3018
42 H 0.5098
43 H 0.3883
44 H 0.3874
45 H 0.3880
46 H 0.4227
47 H 0.2953
48 H 0.4999
49 H 0.3555
50 H -0.0034
51 H 0.3678

=====

[2]
# C18H30N2O8S2

One molecule with the formula C18H30N2O8S2 at a distorted geometry (ωB97M-V/def2-TZVPD, OMol25).

Output
Maximum force (eV/Å): 7.29
SMILES: CCC[C@H](C)[C@]1(OCC)OS(=O)(=O)O[C@@]1(CCOC(=O)CC)CCSc1nnco1
HOMO (eV): -9.13
Orbital gap (hartree): 0.345

Structure (ORCA input):
```
! RIJCOSX wB97M-V def2-TZVPD def2/J DEFGRID3
* xyz 0 1
C 4.059 0.555 3.097
C 3.531 0.363 1.559
C 2.602 -0.930 1.421
C 2.147 -1.299 -0.080
C 2.526 -0.074 -1.038
C 0.638 -1.812 -0.214
O 0.044 -2.413 0.984
C 0.723 -3.646 1.348
C 0.863 -3.656 2.944
O 0.355 -2.874 -1.198
S -1.334 -3.057 -1.345
O -1.947 -4.292 -0.763
O -1.672 -3.153 -2.811
O -1.714 -1.596 -0.566
C -0.516 -0.724 -0.624
C -0.577 -0.218 -2.139
C -2.053 0.136 -2.668
O -2.865 0.885 -1.724
C -4.179 0.362 -1.608
O -4.439 -0.855 -1.396
C -5.478 1.327 -1.684
C -5.716 1.817 -0.144
C -0.790 0.274 0.590
C -0.667 1.836 0.269
S 0.486 2.656 1.499
C 1.526 3.775 0.435
N 2.375 4.865 0.864
N 2.882 5.377 -0.297
C 2.470 4.716 -1.486
O 1.628 3.698 -0.971
H 3.541 -0.252 3.715
H 3.823 1.618 3.475
H 5.193 0.441 3.070
H 3.007 1.350 1.303
H 4.477 0.319 0.899
H 1.709 -0.875 2.148
H 3.235 -1.819 1.804
H 2.814 -2.183 -0.411
H 2.017 0.914 -0.737
H 3.660 0.069 -1.181
H 2.129 -0.329 -2.091
H -0.007 -4.503 1.085
H 1.688 -3.852 0.781
H 0.996 -4.700 3.388
H -0.146 -3.271 3.354
H 1.643 -2.901 3.323
H -0.160 -0.998 -2.882
H 0.060 0.726 -2.336
H -2.581 -0.791 -3.102
H -1.897 0.832 -3.579
H -5.285 2.236 -2.346
H -6.376 0.723 -2.076
H -4.945 2.642 0.067
H -6.787 2.151 0.035
H -5.397 0.932 0.522
H -0.138 0.076 1.522
H -1.870 0.093 0.955
H -0.319 2.107 -0.777
H -1.706 2.314 0.398
H 2.711 4.892 -2.575
*
```

Charges obtained by Mulliken population analysis, quoted in units of e:
1 C -1.0255
2 C 0.1560
3 C -0.6855
4 C 0.5934
5 C -1.4405
6 C -0.4214
7 O -0.2568
8 C -0.3042
9 C -0.9170
10 O -0.5691
11 S 1.3409
12 O -0.6572
13 O -0.6516
14 O -0.5025
15 C 1.2545
16 C -0.7953
17 C -0.9772
18 O -0.2694
19 C 0.4704
20 O -0.4893
21 C -0.4402
22 C -0.8713
23 C -0.9583
24 C -0.3308
25 S -0.2008
26 C 0.4674
27 N -0.3655
28 N -0.3634
29 C 0.0206
30 O -0.1620
31 H 0.3077
32 H 0.2935
33 H 0.2541
34 H -0.3534
35 H 0.3232
36 H 0.3486
37 H 0.2699
38 H 0.6364
39 H 0.1276
40 H 0.4921
41 H 0.3464
42 H 0.3142
43 H 0.3042
44 H 0.3610
45 H 0.2310
46 H 0.1575
47 H 0.4272
48 H 0.4730
49 H 0.5039
50 H 0.3496
51 H 0.2387
52 H 0.3252
53 H 0.2221
54 H 0.3166
55 H 0.2630
56 H 0.4052
57 H 0.3591
58 H 0.2828
59 H 0.4334
60 H 0.3383

=====

[3]
# C18H31AgN2O4Si

C18H31AgN2O4Si as an isolated structure at a distorted geometry (ωB97M-V/def2-TZVPD, OMol25).

Output
Maximum force (eV/Å): 3.28
ΔE to the lowest compared entry with this formula, charge and spin (kJ/mol): 29.6
HOMO (eV): -8.75
Orbital gap (hartree): 0.266

Structure (ORCA input):
```
! RIJCOSX wB97M-V def2-TZVPD def2/J DEFGRID3
* xyz 0 1
Ag -0.794 0.837 -2.153
C 3.374 2.647 2.720
C 1.934 2.291 2.942
C 1.767 1.105 3.868
C 1.155 3.551 3.258
O 1.506 1.839 1.603
Si 0.552 0.870 0.790
O 0.038 1.604 -0.516
O 1.303 -0.612 0.520
C 2.187 -1.088 -0.494
C 3.034 -2.213 0.169
C 3.056 0.158 -0.912
C 1.311 -1.571 -1.648
O -0.594 0.363 1.812
C -1.517 -0.761 1.923
C -2.859 -0.053 1.763
C -1.273 -1.303 3.300
C -1.305 -1.800 0.866
H 3.797 3.050 3.604
H 3.400 3.563 2.140
H 4.020 1.841 2.382
H 1.871 1.355 4.974
H 2.595 0.435 3.692
H 0.778 0.580 3.778
H 1.128 3.699 4.334
H 0.115 3.417 3.051
H 1.571 4.457 2.747
H 3.515 -1.894 1.119
H 3.752 -2.539 -0.607
H 2.349 -3.026 0.462
H 3.412 0.478 0.058
H 2.388 0.900 -1.386
H 3.881 -0.083 -1.637
H 0.679 -2.458 -1.436
H 2.037 -1.899 -2.431
H 0.654 -0.760 -2.044
H -3.085 0.647 2.532
H -3.701 -0.729 1.767
H -2.970 0.556 0.836
H -1.442 -0.527 4.105
H -0.200 -1.682 3.365
H -1.929 -2.109 3.527
H -1.232 -1.474 -0.213
H -2.197 -2.463 0.938
H -0.333 -2.273 1.104
N -5.566 -1.717 -7.224
C -4.686 -1.363 -6.537
C -3.636 -0.916 -5.659
C -3.540 -1.492 -4.367
C -2.672 -0.937 -3.479
N -1.946 0.151 -3.744
C -1.920 0.619 -4.988
C -2.840 0.208 -5.963
H -4.050 -2.413 -4.102
H -2.601 -1.380 -2.497
H -1.224 1.438 -5.171
H -3.047 0.877 -6.841
*
```

Charges obtained by Mulliken population analysis, quoted in units of e:
1 Ag -0.0310
2 C -1.8583
3 C 1.9396
4 C -1.3028
5 C -1.7284
6 O 0.0225
7 Si -0.2912
8 O -1.1452
9 O 0.1506
10 C 1.4190
11 C -1.6649
12 C -1.1244
13 C -0.4077
14 O 0.3345
15 C 2.0729
16 C -1.8491
17 C -1.8582
18 C -0.8663
19 H 0.5003
20 H 0.3850
21 H 0.3355
22 H 0.4024
23 H 0.3397
24 H 0.0969
25 H 0.4053
26 H 0.4098
27 H 0.3300
28 H 0.3092
29 H 0.3926
30 H 0.3409
31 H 0.2114
32 H 0.2232
33 H 0.4359
34 H 0.2894
35 H 0.4998
36 H -0.6755
37 H 0.3908
38 H 0.4422
39 H 0.2491
40 H 0.2631
41 H 0.3024
42 H 0.4940
43 H -0.3424
44 H 0.6132
45 H 0.2019
46 N -0.4051
47 C -0.1098
48 C 0.8449
49 C -0.7118
50 C 0.1359
51 N -0.1133
52 C -0.1942
53 C -0.5628
54 H 0.3979
55 H 0.3225
56 H 0.4024
57 H 0.3358

=====

[4]
# C18H31AuN3O4SV

C18H31AuN3O4SV as an isolated structure at a distorted geometry (ωB97M-V/def2-TZVPD, OMol25).

Output
Maximum force (eV/Å): 4.96
ΔE to the lowest compared entry with this formula, charge and spin (kJ/mol): 0.0
HOMO (spin up / spin down) (eV): -13.82 / -13.82
Orbital gap (spin up / spin down) (hartree): 0.135 / 0.132

Structure (ORCA input):
```
! RIJCOSX wB97M-V def2-TZVPD def2/J DEFGRID3
* xyz 2 1
N -0.218 -2.943 -0.313
C -0.990 -3.672 0.361
O -1.711 -4.379 0.973
Au 2.181 -1.727 -2.984
V 0.287 -1.343 -1.213
N -1.021 -0.995 -2.440
N 2.225 -0.734 -1.348
C -2.141 -0.043 -2.476
C 3.264 -1.234 -0.395
C -3.359 -0.685 -1.809
C -2.497 0.362 -3.907
C -1.754 1.210 -1.704
C 4.629 -1.059 -1.052
C 3.251 -0.496 0.938
C 2.990 -2.708 -0.137
H -3.658 -1.592 -2.351
H -4.197 0.022 -1.829
H -3.133 -0.939 -0.764
H -1.614 0.754 -4.426
H -3.255 1.155 -3.878
H -2.907 -0.475 -4.484
H -1.483 0.992 -0.664
H -2.612 1.895 -1.700
H -0.912 1.715 -2.195
H 4.624 -1.499 -2.058
H 5.398 -1.563 -0.454
H 4.891 0.002 -1.137
H 3.555 0.551 0.833
H 3.982 -0.984 1.601
H 2.268 -0.552 1.417
H 2.023 -2.861 0.360
H 3.787 -3.106 0.505
H 2.985 -3.274 -1.078
C 2.198 0.733 -1.534
H 1.161 1.107 -1.524
H 2.750 1.244 -0.735
H 2.654 1.016 -2.497
C -1.077 -2.118 -3.371
H -1.251 -1.753 -4.393
H -0.102 -2.633 -3.374
H -1.870 -2.842 -3.123
C -1.459 4.474 4.888
C -1.251 3.192 4.134
C -2.360 2.456 3.709
C -2.203 1.270 2.996
C -0.916 0.817 2.697
C 0.206 1.539 3.112
C 0.031 2.723 3.825
S -0.692 -0.666 1.726
O -2.023 -1.087 1.321
O 0.102 -0.095 0.563
O 0.105 -1.585 2.511
H -1.925 5.235 4.251
H -2.127 4.322 5.743
H -0.511 4.874 5.254
H -3.363 2.816 3.939
H -3.063 0.698 2.659
H 1.205 1.174 2.878
H 0.904 3.296 4.147
*
```

Charges obtained by Mulliken population analysis, quoted in units of e:
1 N -0.4476
2 C 0.9047
3 O -0.3326
4 Au 0.1184
5 V 1.2107
6 N 0.4550
7 N 0.9928
8 C 1.2219
9 C 0.6873
10 C -1.3715
11 C -1.9285
12 C -1.4929
13 C -1.5270
14 C -1.2838
15 C -1.5396
16 H 0.3696
17 H 0.4973
18 H 0.2114
19 H 0.4236
20 H 0.4299
21 H 0.5144
22 H 0.2140
23 H 0.5499
24 H 0.3141
25 H 0.3479
26 H 0.4590
27 H 0.3486
28 H 0.4632
29 H 0.5122
30 H 0.0920
31 H 0.1746
32 H 0.5353
33 H 0.3890
34 C -0.5934
35 H -0.0877
36 H 0.2943
37 H 0.4074
38 C -0.9924
39 H 0.4085
40 H 0.1248
41 H 0.4310
42 C -1.4069
43 C 0.9376
44 C -0.7200
45 C -0.3363
46 C -0.1778
47 C -0.4102
48 C -0.9949
49 S 1.4170
50 O -0.6664
51 O -0.1819
52 O -0.6253
53 H 0.3260
54 H 0.3679
55 H 0.3577
56 H 0.4156
57 H 0.5057
58 H 0.3514
59 H 0.3353